{
  "formula": "C13H22NO5S2",
  "method": "ωB97M-V/def2-TZVPD",
  "elements": ["S", "S", "O", "O", "O", "O", "O", "N", "C", "C", "C", "C", "C", "C", "C", "C", "C", "C", "C", "C", "C", "H", "H", "H", "H", "H", "H", "H", "H", "H", "H", "H", "H", "H", "H", "H", "H", "H", "H", "H", "H", "H", "H"],
  "coordinates": [[2.402, 2.611, 0.335], [4.781, 1.194, 0.982], [6.041, 1.353, 1.836], [2.470, 3.760, -0.673], [-3.554, -1.407, -3.310], [5.175, 0.906, -0.447], [2.137, 1.344, -0.452], [3.881, 2.634, 1.199], [-0.918, 0.757, 2.474], [-1.979, -1.932, -5.052], [0.050, -0.136, 1.655], [-0.251, 1.777, 3.519], [3.936, -0.332, 1.618], [1.096, 2.428, 2.937], [-2.714, -3.660, -3.384], [-2.910, -0.359, 1.137], [-1.949, -1.248, 0.305], [-2.443, 0.652, 2.220], [-2.401, -2.190, -3.614], [0.966, 3.061, 1.468], [-0.404, -1.153, 0.566], [-1.086, -2.506, -5.311], [-1.843, -4.287, -3.593], [0.940, 4.209, 1.595], [-0.991, 2.633, 3.758], [-4.264, -1.680, -3.906], [0.367, -1.760, -0.029], [1.171, -0.050, 1.838], [3.125, -0.622, 0.852], [3.361, -0.035, 2.571], [1.363, 3.301, 3.648], [-4.033, -0.422, 0.937], [-2.781, -2.199, -5.748], [-3.129, 1.335, 2.821], [-3.027, -3.829, -2.350], [4.645, -1.203, 1.819], [-1.769, -0.870, -5.205], [-1.605, -1.874, -2.935], [-2.274, -1.967, -0.512], [1.995, 1.706, 3.015], [0.015, 2.785, 0.903], [-0.052, 1.262, 4.536], [-3.542, -3.988, -4.023]],
  "total_charge": -1,
  "relative_energy_kcal_mol": 140.7,
  "orbital_gap_ev": 8.00,
  "e_lumo_ev": 2.41,
  "multiplicity": 1
}